(1)
C4H5N3O | wB97M-V/def2-TZVPD

- energy above the lowest of the compared OMol25 structures with the same formula, charge and spin (kcal per mole) = 108.1
- E_LUMO (Ha) = -0.010
- highest occupied orbital energy (eV) = -9.8
- frontier orbital gap (eV) = 9.54
- SMILES string = C=N/N=C(\C#N)OC

Geometry as XYZ:
```
13
C4H5N3O, DFT wB97M-V/def2-TZVPD
C -1.22 -1.16 -2.11
N -1.44 -0.77 -0.91
N -0.13 -0.36 -0.42
C -0.25 0.00 0.84
C -1.31 -0.40 1.67
N -1.90 -0.75 2.69
O 0.80 0.63 1.40
C 1.88 1.16 0.67
H -0.38 -0.92 -2.66
H -2.25 -1.46 -2.61
H 2.40 0.37 0.10
H 1.40 1.84 -0.12
H 2.41 1.80 1.45
```

***

(2)
C4H5N3O | wB97M-V/def2-TZVPD

- energy above the lowest of the compared OMol25 structures with the same formula, charge and spin (kcal per mole) = 109.6
- E_LUMO (Ha) = 0.008
- highest occupied orbital energy (eV) = -8.9
- frontier orbital gap (eV) = 9.10
- SMILES string = Nc1ccc(O)nn1

Geometry as XYZ:
```
13
C4H5N3O, DFT wB97M-V/def2-TZVPD
N -2.70 -0.04 0.03
C -1.41 -0.05 0.00
C -0.64 1.16 0.00
C 0.84 1.26 -0.12
C 1.41 0.03 -0.17
O 2.66 -0.32 0.36
N 0.58 -1.12 -0.19
N -0.74 -1.14 -0.15
H -3.10 0.51 0.94
H -2.94 -0.83 0.57
H -1.32 1.95 -0.25
H 1.36 2.29 -0.13
H 3.50 0.26 -0.15
```

***

(3)
C4H5N3O | wB97M-V/def2-TZVPD

- energy above the lowest of the compared OMol25 structures with the same formula, charge and spin (kcal per mole) = 78.4
- E_LUMO (Ha) = 0.023
- highest occupied orbital energy (eV) = -9.2
- frontier orbital gap (eV) = 9.85
- SMILES string = N#C[C@@H]1CC(=O)N1N

Geometry as XYZ:
```
13
C4H5N3O, DFT wB97M-V/def2-TZVPD
N -2.65 0.34 1.27
C -1.82 0.37 0.49
C -0.77 0.25 -0.46
C -0.30 -1.40 -0.64
C 0.99 -0.94 -0.03
O 1.96 -1.49 0.35
N 0.62 0.37 0.13
N 1.40 1.53 0.36
H -0.98 0.81 -1.43
H -0.23 -1.77 -1.73
H -0.92 -1.94 -0.03
H 1.95 1.58 1.21
H 0.76 2.30 0.50
```

***

(4)
C4H5N3O | wB97M-V/def2-TZVPD

- energy above the lowest of the compared OMol25 structures with the same formula, charge and spin (kcal per mole) = 88.5
- E_LUMO (Ha) = 0.022
- highest occupied orbital energy (eV) = -9.1
- frontier orbital gap (eV) = 9.76
- SMILES string = [H]/N=C(\N)c1cnoc1

Geometry as XYZ:
```
13
C4H5N3O, DFT wB97M-V/def2-TZVPD
H -0.04 -2.05 1.97
N -0.32 -1.71 1.06
C 0.17 -0.44 0.92
N 1.14 0.32 1.58
C -0.18 0.13 -0.44
C 0.50 0.95 -1.40
N -0.27 1.14 -2.50
O -1.40 0.34 -2.28
C -1.35 -0.31 -1.16
H 1.28 -0.15 2.55
H 1.10 1.36 1.72
H 1.48 1.57 -1.05
H -2.10 -1.13 -0.97
```

***

(5)
C4H5N3O2 | wB97M-V/def2-TZVPD

- energy above the lowest of the compared OMol25 structures with the same formula, charge and spin (kcal per mole) = 116.8
- E_LUMO (Ha) = 0.022
- highest occupied orbital energy (eV) = -9.4
- frontier orbital gap (eV) = 9.98
- SMILES string = [H]/N=c1/o[nH]c(=O)n1C=C

Geometry as XYZ:
```
14
C4H5N3O2, DFT wB97M-V/def2-TZVPD
H -0.03 2.07 0.02
N -0.74 1.83 -0.59
C -0.60 0.61 -0.79
O -0.99 0.03 -1.95
N -0.85 -1.48 -1.78
C 0.26 -1.59 -0.83
O 1.04 -2.45 -0.55
N 0.30 -0.26 -0.20
C 0.65 -0.04 1.23
C 0.24 1.10 2.00
H -0.66 -1.83 -2.68
H 1.42 -0.82 1.60
H -0.69 1.61 1.57
H 0.65 1.22 2.93
```

***

(6)
C4H5N3O2 | wB97M-V/def2-TZVPD

- energy above the lowest of the compared OMol25 structures with the same formula, charge and spin (kcal per mole) = 206.7
- E_LUMO (Ha) = 0.025
- highest occupied orbital energy (eV) = -9.6
- frontier orbital gap (eV) = 10.33
- SMILES string = C1=NOC(N2CC2)=NO1

Geometry as XYZ:
```
14
C4H5N3O2, DFT wB97M-V/def2-TZVPD
C 0.09 -2.10 1.67
N 0.81 -1.95 0.62
O 0.76 -0.64 -0.03
C -0.53 -0.18 0.28
N -0.80 0.93 -0.64
C 0.38 1.81 -0.52
C 0.07 1.06 -1.90
N -1.47 -0.40 1.19
O -0.98 -1.32 2.21
H 0.05 -3.11 2.22
H 0.42 2.87 -0.27
H 1.21 1.29 0.20
H -0.49 1.65 -2.59
H 0.49 0.09 -2.43
```

***

(7)
C4H5N3O2 | wB97M-V/def2-TZVPD

- energy above the lowest of the compared OMol25 structures with the same formula, charge and spin (kcal per mole) = 172.5
- E_LUMO (Ha) = -0.020
- highest occupied orbital energy (eV) = -10.0
- frontier orbital gap (eV) = 9.48
- SMILES string = N=C=C[N+](=O)[O-].CC#N

Geometry as XYZ:
```
14
C4H5N3O2, DFT wB97M-V/def2-TZVPD
N 1.77 2.33 -0.42
C 1.40 1.22 -0.54
C 1.03 0.03 -0.84
N 1.10 -1.19 -0.21
O 0.72 -2.18 -0.82
O 1.47 -1.27 0.94
H 1.09 3.13 -0.03
H 0.51 -0.02 -1.85
C -1.58 -0.81 0.71
C -1.25 0.49 0.28
N -1.25 1.67 0.27
H -2.46 -0.64 1.25
H -0.72 -1.11 1.30
H -1.84 -1.67 -0.02
```

***

(8)
C4H5N3O4 | wB97M-V/def2-TZVPD

- energy above the lowest of the compared OMol25 structures with the same formula, charge and spin (kcal per mole) = 126.7
- E_LUMO (Ha) = -0.016
- highest occupied orbital energy (eV) = -10.1
- frontier orbital gap (eV) = 9.63
- SMILES string = O=C1NCN=C[C@]1(O)[N+](=O)[O-]

Geometry as XYZ:
```
16
C4H5N3O4, DFT wB97M-V/def2-TZVPD
O 2.75 -0.62 -0.34
C 1.57 -0.47 -0.16
N 0.93 0.04 0.87
C -0.38 0.74 1.09
N -1.18 0.78 -0.10
C -0.89 0.08 -1.11
C 0.23 -0.95 -1.33
O 0.57 -1.11 -2.62
N -0.27 -2.12 -0.54
O 0.12 -3.25 -0.76
O -0.87 -1.81 0.50
H 1.52 0.36 1.63
H -0.19 1.85 1.33
H -0.95 0.29 1.81
H -1.41 0.45 -1.99
H 1.28 -1.75 -2.67
```

***

(9)
C4H5N3O4 | wB97M-V/def2-TZVPD

- energy above the lowest of the compared OMol25 structures with the same formula, charge and spin (kcal per mole) = 214.1
- E_LUMO (Ha) = -0.007
- highest occupied orbital energy (eV) = -10.5
- frontier orbital gap (eV) = 10.31
- SMILES string = CC=C([N+](=O)[O-])[N+](=O)[O-].C#N

Geometry as XYZ:
```
16
C4H5N3O4, DFT wB97M-V/def2-TZVPD
C 0.28 -1.44 1.25
C 0.40 0.04 1.34
C -0.58 0.89 1.22
N -1.93 0.50 1.11
O -2.36 0.18 0.06
O -2.56 0.53 2.17
N -0.40 2.37 1.26
O 0.68 2.76 1.24
O -1.41 3.01 1.32
H -0.06 -1.84 2.21
H 1.27 -1.97 1.25
H -0.61 -1.56 0.59
H 1.42 0.46 1.39
C -1.15 2.91 -1.93
N -0.66 2.21 -1.13
H -1.54 3.50 -2.67
```

***

(10)
C4H5N3OS | wB97M-V/def2-TZVPD

- energy above the lowest of the compared OMol25 structures with the same formula, charge and spin (kcal per mole) = 68.0
- E_LUMO (Ha) = 0.020
- highest occupied orbital energy (eV) = -9.6
- frontier orbital gap (eV) = 10.18
- SMILES string = O=C[C@H](S)c1cn[nH]n1

Geometry as XYZ:
```
14
C4H5N3OS, DFT wB97M-V/def2-TZVPD
O -1.16 2.06 0.38
C -1.49 1.26 -0.45
C -0.84 -0.05 -0.72
S -1.78 -1.30 0.19
C 0.87 -0.13 -0.26
C 1.37 -0.07 1.04
N 2.69 -0.07 0.94
N 2.93 -0.13 -0.35
N 1.86 -0.16 -1.12
H -2.39 1.41 -1.07
H -0.86 -0.33 -1.77
H -1.71 -0.69 1.38
H 0.87 -0.01 1.98
H 3.86 -0.14 -0.72
```

***

no.,DFT total energy (Ha)
1,-394.7952
2,-394.7929
3,-394.8426
4,-394.8266
5,-470.0536
6,-469.9103
7,-469.9648
8,-620.4977
9,-620.3584
10,-793.0528